{"formula": "C84H210N14", "method": "the ωB97M-V functional and the def2-TZVPD basis", "elements": ["C", "C", "N", "C", "C", "C", "C", "H", "H", "H", "H", "H", "H", "H", "H", "H", "H", "H", "H", "H", "H", "H", "C", "C", "N", "C", "C", "C", "C", "H", "H", "H", "H", "H", "H", "H", "H", "H", "H", "H", "H", "H", "H", "H", "C", "C", "N", "C", "C", "C", "C", "H", "H", "H", "H", "H", "H", "H", "H", "H", "H", "H", "H", "H", "H", "H", "C", "C", "N", "C", "C", "C", "C", "H", "H", "H", "H", "H", "H", "H", "H", "H", "H", "H", "H", "H", "H", "H", "C", "C", "N", "C", "C", "C", "C", "H", "H", "H", "H", "H", "H", "H", "H", "H", "H", "H", "H", "H", "H", "H", "C", "C", "N", "C", "C", "C", "C", "H", "H", "H", "H", "H", "H", "H", "H", "H", "H", "H", "H", "H", "H", "H", "C", "C", "N", "C", "C", "C", "C", "H", "H", "H", "H", "H", "H", "H", "H", "H", "H", "H", "H", "H", "H", "H", "C", "C", "N", "C", "C", "C", "C", "H", "H", "H", "H", "H", "H", "H", "H", "H", "H", "H", "H", "H", "H", "H", "C", "C", "N", "C", "C", "C", "C", "H", "H", "H", "H", "H", "H", "H", "H", "H", "H", "H", "H", "H", "H", "H", "C", "C", "N", "C", "C", "C", "C", "H", "H", "H", "H", "H", "H", "H", "H", "H", "H", "H", "H", "H", "H", "H", "C", "C", "N", "C", "C", "C", "C", "H", "H", "H", "H", "H", "H", "H", "H", "H", "H", "H", "H", "H", "H", "H", "C", "C", "N", "C", "C", "C", "C", "H", "H", "H", "H", "H", "H", "H", "H", "H", "H", "H", "H", "H", "H", "H", "C", "C", "N", "C", "C", "C", "C", "H", "H", "H", "H", "H", "H", "H", "H", "H", "H", "H", "H", "H", "H", "H", "C", "C", "N", "C", "C", "C", "C", "H", "H", "H", "H", "H", "H", "H", "H", "H", "H", "H", "H", "H", "H", "H"], "xyz": [[3.543, 2.173, 7.676], [2.121, 2.626, 7.383], [1.633, 2.561, 5.992], [0.177, 2.784, 5.887], [-0.347, 4.142, 6.090], [2.351, 3.455, 5.070], [1.973, 3.185, 3.625], [3.823, 1.205, 7.205], [3.611, 1.992, 8.749], [4.301, 2.935, 7.440], [1.440, 2.058, 8.001], [2.061, 3.665, 7.830], [-0.033, 2.478, 4.856], [-0.348, 2.140, 6.545], [0.098, 4.680, 6.987], [-0.239, 4.784, 5.183], [-1.413, 4.088, 6.288], [3.426, 3.195, 5.185], [2.317, 4.580, 5.289], [0.918, 3.523, 3.392], [2.094, 2.104, 3.489], [2.585, 3.772, 2.957], [-1.414, -4.134, -1.641], [-2.681, -4.790, -2.058], [-3.945, -4.132, -1.652], [-5.045, -4.771, -2.343], [-5.080, -4.415, -3.850], [-4.117, -4.332, -0.205], [-4.416, -5.727, 0.314], [-0.597, -4.829, -1.611], [-1.547, -3.638, -0.666], [-1.080, -3.329, -2.322], [-2.743, -4.786, -3.144], [-2.665, -5.906, -1.843], [-4.990, -5.899, -2.248], [-6.020, -4.479, -1.912], [-5.252, -3.345, -4.080], [-4.230, -4.775, -4.382], [-5.957, -4.895, -4.188], [-4.882, -3.667, 0.113], [-3.177, -4.049, 0.289], [-5.363, -6.221, 0.070], [-4.343, -5.634, 1.383], [-3.557, -6.351, 0.022], [-5.515, 3.846, 3.477], [-4.744, 4.105, 2.147], [-3.396, 4.546, 2.388], [-2.508, 3.573, 2.956], [-1.969, 2.492, 1.996], [-3.325, 5.841, 2.892], [-2.084, 6.585, 2.428], [-5.583, 4.761, 4.139], [-5.031, 3.101, 4.128], [-6.549, 3.548, 3.216], [-4.688, 3.146, 1.587], [-5.348, 4.767, 1.543], [-1.654, 4.025, 3.412], [-2.907, 3.049, 3.794], [-1.026, 2.814, 1.518], [-1.922, 1.547, 2.549], [-2.712, 2.458, 1.231], [-3.346, 5.888, 3.992], [-4.169, 6.468, 2.487], [-2.074, 7.623, 2.759], [-2.057, 6.530, 1.343], [-1.191, 6.180, 2.871], [7.343, 0.408, -2.561], [7.809, -0.988, -2.887], [7.415, -2.060, -2.000], [7.588, -1.801, -0.548], [6.891, -2.917, 0.219], [8.272, -3.211, -2.442], [7.919, -3.522, -3.908], [7.532, 0.985, -3.506], [7.928, 0.885, -1.806], [6.273, 0.590, -2.380], [7.375, -1.161, -3.869], [8.913, -0.982, -3.072], [7.329, -0.813, -0.138], [8.652, -1.911, -0.284], [7.063, -2.701, 1.274], [7.226, -3.924, 0.053], [5.808, -2.875, -0.059], [9.315, -3.036, -2.301], [7.927, -3.990, -1.836], [6.856, -3.350, -3.972], [8.465, -2.940, -4.598], [8.153, -4.567, -4.094], [3.255, 6.392, 2.727], [4.604, 5.990, 2.153], [4.629, 6.259, 0.691], [5.814, 5.661, 0.099], [5.618, 4.205, -0.335], [4.642, 7.731, 0.545], [4.330, 8.125, -0.883], [3.082, 5.838, 3.632], [2.549, 6.252, 1.903], [3.293, 7.450, 2.919], [5.382, 6.571, 2.637], [4.867, 4.942, 2.293], [6.054, 6.304, -0.731], [6.615, 5.810, 0.778], [4.735, 4.255, -1.032], [6.501, 3.775, -0.918], [5.365, 3.501, 0.456], [5.679, 8.102, 0.780], [3.941, 8.180, 1.273], [4.917, 7.606, -1.650], [4.664, 9.149, -1.072], [3.230, 8.116, -1.275], [4.096, -1.222, -3.998], [3.994, -2.391, -4.993], [3.315, -3.539, -4.290], [2.659, -4.378, -5.273], [1.214, -3.866, -5.526], [4.226, -4.238, -3.454], [3.576, -5.229, -2.472], [3.096, -1.002, -3.710], [4.554, -0.329, -4.485], [4.703, -1.446, -3.136], [3.343, -2.116, -5.771], [4.989, -2.629, -5.418], [3.225, -4.261, -6.216], [2.678, -5.460, -5.113], [1.329, -2.847, -5.925], [0.783, -4.486, -6.325], [0.623, -3.901, -4.616], [4.841, -3.560, -2.822], [4.939, -4.715, -4.080], [2.944, -4.690, -1.783], [4.437, -5.680, -2.063], [2.954, -5.992, -2.848], [2.403, -4.367, 1.435], [1.018, -5.082, 1.496], [1.030, -6.551, 1.419], [1.553, -7.058, 0.200], [2.253, -8.353, 0.403], [-0.301, -7.035, 1.799], [-0.723, -6.858, 3.251], [3.066, -4.767, 2.249], [2.130, -3.340, 1.661], [3.059, -4.371, 0.571], [0.516, -4.736, 2.351], [0.340, -4.739, 0.651], [0.663, -7.251, -0.488], [2.188, -6.283, -0.196], [1.512, -9.061, 0.822], [2.534, -8.703, -0.619], [3.115, -8.211, 1.061], [-0.262, -8.075, 1.483], [-1.056, -6.508, 1.154], [-0.636, -5.839, 3.649], [-0.318, -7.639, 3.945], [-1.836, -7.114, 3.263], [-0.126, 5.543, -5.436], [1.253, 4.902, -5.700], [1.369, 3.503, -5.326], [2.639, 2.991, -5.703], [3.624, 3.026, -4.560], [0.244, 2.724, -5.768], [0.270, 1.267, -5.267], [-0.080, 6.641, -5.539], [-0.475, 5.327, -4.412], [-0.973, 5.351, -6.063], [1.394, 4.981, -6.865], [2.056, 5.433, -5.345], [3.062, 3.436, -6.558], [2.485, 1.911, -5.910], [4.601, 2.644, -4.940], [3.241, 2.468, -3.672], [3.887, 4.086, -4.339], [-0.647, 3.211, -5.396], [0.308, 2.705, -6.859], [-0.646, 0.676, -5.476], [1.095, 0.765, -5.719], [0.388, 1.276, -4.127], [-3.581, -0.434, -0.315], [-4.852, 0.295, -0.689], [-6.009, -0.255, -0.020], [-6.474, -1.400, -0.739], [-7.531, -2.188, 0.021], [-7.121, 0.764, 0.116], [-7.748, 1.205, -1.218], [-2.711, -0.011, -0.930], [-3.515, -1.511, -0.448], [-3.281, -0.219, 0.705], [-4.817, 1.399, -0.495], [-4.904, 0.218, -1.815], [-6.931, -1.060, -1.651], [-5.649, -2.002, -1.062], [-8.364, -1.549, 0.218], [-7.982, -3.019, -0.538], [-7.258, -2.452, 1.071], [-6.730, 1.636, 0.578], [-7.979, 0.397, 0.705], [-7.152, 2.001, -1.742], [-8.731, 1.707, -1.123], [-7.929, 0.321, -1.883], [-1.219, 7.381, -1.369], [0.029, 6.566, -0.978], [0.040, 5.265, -1.644], [-0.965, 4.377, -1.239], [-1.228, 3.130, -2.179], [1.414, 4.635, -1.665], [1.770, 3.948, -0.404], [-1.064, 7.792, -2.362], [-1.467, 8.233, -0.771], [-1.957, 6.560, -1.423], [0.986, 7.110, -1.228], [0.152, 6.342, 0.062], [-0.782, 4.068, -0.255], [-1.867, 4.997, -1.142], [-2.028, 2.510, -1.821], [-1.456, 3.514, -3.163], [-0.355, 2.445, -2.265], [2.091, 5.480, -1.737], [1.573, 3.979, -2.503], [1.935, 4.642, 0.472], [2.782, 3.553, -0.576], [1.156, 3.094, -0.141], [-3.191, -3.339, 4.165], [-4.794, -3.199, 4.081], [-5.229, -1.798, 4.163], [-5.324, -1.078, 2.956], [-4.564, 0.244, 3.015], [-6.363, -1.590, 5.001], [-6.148, -1.894, 6.447], [-2.673, -2.459, 3.777], [-2.941, -4.321, 3.816], [-2.989, -3.320, 5.262], [-5.287, -3.645, 3.187], [-5.248, -3.654, 4.952], [-4.947, -1.716, 2.133], [-6.361, -0.870, 2.669], [-3.514, -0.054, 2.944], [-4.860, 0.865, 2.190], [-4.750, 0.654, 4.027], [-7.262, -2.140, 4.577], [-6.611, -0.488, 4.836], [-6.174, -2.998, 6.549], [-6.896, -1.391, 7.062], [-5.156, -1.610, 6.738], [-0.484, -0.706, 7.028], [-0.342, -1.602, 5.813], [1.016, -2.176, 5.796], [1.987, -1.187, 5.272], [3.452, -1.575, 5.584], [0.994, -3.372, 4.964], [0.645, -4.667, 5.730], [0.215, 0.154, 7.034], [-0.410, -1.287, 7.947], [-1.433, -0.273, 7.095], [-1.078, -2.388, 5.874], [-0.472, -0.889, 4.965], [1.790, -0.143, 5.747], [1.799, -1.039, 4.160], [3.509, -2.664, 5.732], [3.898, -1.056, 6.467], [4.155, -1.345, 4.802], [0.306, -3.160, 4.167], [1.964, -3.461, 4.510], [1.354, -4.885, 6.570], [-0.383, -4.611, 6.112], [0.830, -5.553, 5.059], [-2.539, -2.146, -4.499], [-3.441, -0.977, -4.595], [-3.388, -0.169, -5.777], [-3.636, -0.893, -7.016], [-4.846, -1.759, -7.023], [-4.134, 1.074, -5.715], [-3.586, 1.994, -4.645], [-2.742, -2.805, -5.401], [-2.769, -2.630, -3.536], [-1.500, -1.909, -4.529], [-4.485, -1.260, -4.227], [-3.133, -0.281, -3.799], [-3.616, -0.248, -7.864], [-2.822, -1.565, -7.072], [-5.728, -1.156, -6.687], [-5.046, -2.233, -7.981], [-4.763, -2.551, -6.263], [-5.171, 0.847, -5.424], [-4.162, 1.513, -6.720], [-2.511, 1.869, -4.667], [-3.966, 1.920, -3.619], [-3.777, 2.971, -5.006], [0.784, -0.745, -1.983], [1.435, -1.634, -0.940], [1.662, -0.940, 0.352], [0.497, -0.332, 0.974], [-0.569, -1.359, 1.313], [2.747, -0.025, 0.309], [4.092, -0.749, 0.012], [1.450, 0.105, -2.078], [-0.176, -0.241, -1.738], [0.736, -1.211, -2.997], [0.753, -2.460, -0.752], [2.302, -2.076, -1.384], [0.790, 0.085, 1.966], [0.026, 0.510, 0.370], [-1.112, -1.853, 0.480], [-0.086, -2.190, 1.843], [-1.274, -0.922, 1.978], [2.774, 0.524, 1.210], [2.650, 0.727, -0.524], [3.994, -1.440, -0.818], [4.416, -1.324, 0.888], [4.794, -0.036, -0.363]], "atomic_forces_ev_per_a": [[0.44, -0.62, -0.34], [-0.17, 1.38, 0.14], [0.15, 0.83, 0.58], [1.22, -0.86, -1.17], [0.02, 2.62, 0.55], [1.11, 0.39, 0.46], [-1.20, 0.32, 0.24], [-0.26, 0.65, 0.02], [0.03, 0.11, 0.09], [-0.24, -0.29, -0.13], [-0.29, -0.44, 0.00], [-0.12, -0.57, -0.56], [-0.48, -0.20, 0.24], [-0.20, -0.99, 0.64], [-0.36, -0.58, -1.08], [0.13, -0.25, 0.73], [-0.24, 0.02, -0.02], [-0.47, 0.17, -0.09], [-0.40, -1.24, 0.13], [0.99, -0.59, 0.22], [-0.19, 0.22, -0.48], [0.41, -0.15, -0.26], [0.31, 1.64, 0.41], [-1.07, -1.26, -1.44], [0.82, -0.97, 1.03], [-0.21, -0.21, -1.09], [-0.57, 0.76, 1.27], [0.37, 0.02, -0.15], [0.82, -0.47, -0.24], [0.37, -0.45, 0.29], [0.39, -0.38, -0.20], [-0.37, -0.27, 0.15], [0.35, -0.03, -0.16], [-0.16, 1.04, 0.27], [-0.04, 0.88, -0.12], [0.51, 0.06, 0.10], [0.40, -0.40, 0.50], [0.52, -0.23, -0.49], [-0.94, -0.79, -0.90], [-0.73, 0.80, 0.45], [-0.31, 0.24, -0.06], [0.23, 0.36, -0.18], [-0.16, -0.16, 0.66], [-0.49, -0.30, 0.08], [-0.42, 0.73, 0.31], [-0.26, -1.93, 1.30], [-0.18, -0.80, -1.75], [0.84, -0.67, -0.17], [-0.07, 1.00, 0.38], [0.02, 2.79, 0.43], [-0.02, 0.17, 0.15], [0.03, -0.68, -0.97], [-0.29, -0.02, -0.53], [0.45, -0.08, 0.40], [-0.15, 0.42, 0.28], [0.31, 0.56, -0.26], [0.57, 0.98, 0.11], [-1.02, -0.49, 0.88], [-0.29, -0.43, 0.37], [0.35, 0.09, -0.48], [-0.41, -0.68, -0.87], [-0.32, 0.04, 0.14], [0.41, -0.87, 0.59], [-0.31, 0.16, -0.12], [0.32, 0.09, -0.11], [0.55, -0.49, -0.10], [-0.09, 1.14, -1.42], [-0.25, 0.75, -0.38], [1.01, 0.40, 0.05], [1.24, -1.45, -0.35], [-1.42, 1.12, 0.25], [-2.23, 1.18, -0.78], [0.13, -1.02, 1.63], [-0.02, -0.22, 0.81], [0.26, 0.32, 0.73], [0.25, -0.63, 0.19], [-0.02, -0.46, -0.09], [-0.39, 0.18, 0.32], [-0.52, -0.26, -0.81], [0.25, 0.27, -0.15], [-0.46, -0.17, 0.16], [0.45, -0.28, -0.35], [0.76, -0.16, 0.60], [0.97, 0.31, 0.27], [-0.01, -1.59, 0.75], [-0.30, -0.08, -0.47], [0.49, 0.76, -0.82], [-0.12, -0.16, -0.19], [0.72, -0.15, -0.84], [-0.12, -0.16, -1.03], [-0.51, 0.40, 1.33], [-0.54, -0.06, -0.34], [-0.14, 0.18, -1.72], [0.43, -0.55, -0.47], [-1.37, 1.17, -1.70], [-0.58, -0.05, 0.25], [-0.42, -0.32, 0.58], [-0.28, 0.38, 0.50], [0.55, 0.18, 0.25], [-0.30, -0.14, 0.12], [0.25, -0.27, -0.70], [1.27, -0.18, 0.89], [0.88, -0.39, 0.52], [-1.04, 0.72, 0.82], [0.05, 0.17, 0.21], [-0.66, -0.07, 0.04], [0.41, -0.18, -0.66], [-0.17, -0.43, 0.39], [-0.18, 0.22, 0.30], [1.77, -0.34, 1.20], [0.82, 0.28, -1.51], [0.22, -0.46, 2.38], [0.16, 1.42, -0.55], [-0.52, 0.43, -1.17], [1.27, -0.49, -0.74], [-0.23, -0.13, 1.29], [0.41, 1.63, -0.75], [-0.75, 0.45, 0.48], [-0.36, -0.49, 0.26], [0.22, -0.23, 0.37], [-0.68, 0.48, -1.17], [-0.30, -0.35, 0.11], [-0.22, -0.21, -0.06], [0.01, 0.21, 0.73], [-0.48, -0.16, 0.34], [-0.22, 0.21, 0.29], [-0.11, 0.11, -0.01], [-0.57, -0.01, -0.42], [1.05, -1.09, -0.62], [0.17, 0.25, 0.60], [0.66, -0.77, 1.36], [-0.62, -0.93, -1.08], [-0.34, -0.59, 1.63], [0.94, -0.53, -3.11], [-0.36, 1.73, 2.78], [-1.89, 0.07, -0.61], [-0.04, -0.74, -0.90], [0.61, 0.33, -1.03], [-1.70, -1.41, 0.33], [-0.73, 0.38, -0.39], [0.50, 0.39, -0.02], [-0.57, -0.24, -0.63], [-0.41, 0.14, 1.41], [0.69, 0.14, 0.43], [0.96, 0.43, 0.04], [0.27, 0.01, -0.53], [0.72, 0.07, -0.05], [0.18, -0.16, 0.86], [-0.10, -0.33, -0.13], [-0.64, -0.29, 0.32], [0.23, -0.33, 0.18], [0.14, -0.51, -0.20], [0.23, 0.97, -0.56], [1.16, 0.50, 0.01], [0.46, 1.08, 1.43], [-2.72, -1.24, -3.69], [-0.59, 1.22, 1.03], [-0.16, -2.63, 1.47], [1.30, 0.69, -0.06], [0.10, -1.03, -0.08], [-0.73, 0.60, 1.85], [0.46, -0.26, 0.32], [0.31, 0.19, -0.12], [-0.04, -0.98, -0.85], [-0.12, -0.16, 1.39], [1.64, 1.39, 1.40], [0.44, 0.80, -1.45], [0.36, 0.67, -0.29], [-0.60, -0.26, 0.53], [0.50, 0.53, -0.64], [-0.47, -0.57, 0.44], [-0.27, 0.04, -0.32], [-0.75, 0.01, -0.50], [0.34, 0.60, -0.14], [0.54, -0.70, -0.09], [0.02, -0.11, -1.52], [2.24, 1.29, -0.28], [0.17, 0.50, -1.19], [-1.19, 1.36, 0.53], [-0.85, -0.76, 0.27], [-0.05, -0.26, 0.89], [-0.45, -0.94, -1.15], [-0.15, 0.57, -1.16], [-1.09, -0.51, 0.56], [-0.60, -0.11, -0.24], [-0.14, -0.06, 0.28], [0.36, -0.88, 0.12], [-0.43, 0.12, 0.63], [-0.21, -0.16, -0.85], [0.65, -0.50, 0.09], [-0.77, 0.65, -0.13], [0.58, -0.05, 0.18], [0.33, -0.33, -0.96], [0.50, 0.65, 0.79], [0.83, -0.18, 0.22], [-0.14, -1.06, 0.23], [0.34, -0.42, 0.45], [0.18, 1.10, 0.36], [0.82, -1.57, -0.66], [1.22, 0.34, -0.54], [2.46, 0.29, -2.46], [-1.76, -0.74, -0.91], [1.36, 1.11, 0.63], [-1.55, 1.77, 0.41], [1.79, -0.18, 1.58], [-0.03, -0.25, -0.30], [-0.29, 0.07, 0.91], [-0.48, 1.49, 0.02], [-0.97, -0.49, -0.08], [-0.47, 0.44, 1.33], [0.20, -0.97, 1.85], [-0.20, -0.87, -0.21], [-0.64, -0.09, 0.30], [-0.12, -0.09, -0.36], [-0.27, 0.64, 0.10], [0.29, 0.08, -0.47], [-0.35, -0.16, -0.60], [-0.62, -0.67, -0.81], [-0.18, -0.18, 0.19], [-0.28, -0.06, 0.15], [-2.53, 0.48, 1.62], [0.59, 1.03, -0.42], [1.05, -1.13, 1.27], [0.06, 0.09, -1.80], [0.15, -1.23, 0.86], [-1.53, 1.76, -1.26], [-0.29, -1.11, 0.02], [-0.06, -0.47, -0.56], [0.70, -0.25, -0.57], [0.01, -0.07, -0.68], [0.68, -0.14, 0.24], [0.25, -0.59, 0.01], [0.02, 0.42, 0.17], [-0.21, -0.13, 0.09], [0.10, 0.55, 0.07], [0.03, 0.59, -0.14], [0.13, 0.28, -0.71], [0.48, 0.32, 0.51], [0.10, -1.21, 0.55], [-0.31, 0.58, 0.52], [0.07, -0.34, 0.10], [0.52, 0.46, 0.25], [0.99, -0.14, 0.66], [1.30, 1.64, 0.72], [-0.11, 0.53, -0.04], [-0.31, 1.60, 0.31], [-0.10, -0.21, 0.60], [0.53, -0.28, 0.97], [1.03, -0.49, -0.35], [-0.10, -0.79, 0.05], [0.48, -0.01, 0.09], [-1.77, 0.73, -0.25], [-0.18, -0.15, -0.38], [-0.29, -0.92, -0.27], [0.17, -1.82, -0.83], [0.36, -0.19, 0.85], [0.10, 0.36, 0.16], [-0.77, -0.52, -0.34], [0.03, 0.17, -0.71], [-0.64, -0.36, -0.86], [0.51, -0.30, -0.26], [-0.63, 0.71, -0.47], [0.27, -0.38, -0.11], [-0.70, 0.90, 0.53], [-0.77, -1.66, -1.16], [-1.04, 1.88, 1.94], [0.11, 0.17, -1.37], [0.38, -0.57, 0.95], [-1.94, 0.09, 1.09], [-0.84, -1.09, 1.11], [0.45, -0.02, -0.44], [0.31, 0.14, 1.36], [0.12, -0.14, -0.61], [0.84, 0.45, -0.04], [0.65, 0.11, -0.83], [-0.03, -0.14, 0.10], [0.14, 0.71, -0.48], [1.28, -0.66, -0.69], [0.36, -0.53, -0.58], [-0.03, 0.11, -0.11], [0.05, 0.07, -0.29], [-0.38, 0.11, -0.30], [0.25, 0.10, 0.36], [0.38, 0.05, 0.36], [-0.04, -0.35, -0.37], [-0.20, 1.34, 0.04], [0.07, 0.87, -0.90], [-2.28, 0.35, 0.72], [-0.18, -0.65, -0.13], [-0.79, 0.12, -0.19], [0.39, -1.22, -0.57], [1.57, -0.21, -2.55], [-1.19, -0.07, 0.60], [0.27, 0.39, -0.47], [0.26, -0.92, 0.07], [-0.13, 0.17, 0.80], [-0.01, -0.34, 0.25], [0.75, -0.06, 0.17], [0.13, -0.03, -0.81], [0.57, -0.60, 0.49], [0.33, 0.70, 0.18], [-0.01, 0.10, 0.09], [-0.83, 0.36, 0.53], [0.23, 0.60, 1.13], [-0.19, -0.17, 0.57], [-0.18, -0.20, -0.01], [0.23, 0.31, -0.22], [0.88, 0.56, 0.30]], "e_tot_ev": -111366.4039, "orbital_gap_ev": 8.5, "largest_force_ha_per_bohr": 0.0924, "molar_mass_g_mol": 1416.7}